Density functional theory data (ωB97M-V with the def2-TZVPD basis set) for a 21-piece molecular cluster, C9H57NO24 overall at a distorted geometry.

Each line ends with the Mulliken charge.
Cartesian coordinates (Å):
O -0.277 0.787 7.396  -0.6156
O -4.060 4.165 -1.853  -0.6077
O 6.096 -0.612 -5.947  -0.6655
O -4.380 0.490 0.526  -0.4427
O -0.127 -5.153 0.750  -0.6383
O 6.806 -1.183 -3.156  -0.7161
O -1.088 3.931 -4.698  -0.6027
O -4.230 4.521 -4.768  -0.6266
O 0.658 1.372 3.026  -0.6127
O -0.810 -2.191 -3.654  -0.6436
O 4.691 0.939 -1.841  -0.5011
O -7.350 0.211 0.445  -0.6490
O 2.631 -3.970 0.363  -0.6313
O 1.971 3.084 1.053  -0.5130
O 4.667 -2.754 -1.898  -0.5522
O -10.363 -1.586 1.187  -0.6314
O -1.190 -0.942 3.103  -0.6549
O -3.472 -1.575 0.640  -0.6159
O -1.707 -1.932 8.171  -0.6400
O -8.073 -1.129 2.991  -0.6614
O 8.582 0.010 -1.168  -0.6377
O 0.205 -1.578 5.820  -0.6891
O -1.174 -0.398 -0.803  -0.3120
O 0.231 1.919 -2.561  -0.7087
N 2.210 -0.149 -1.259  -0.0104
C 4.248 1.013 -0.471  0.6252
C 1.147 -1.097 -0.877  -1.2889
C -3.946 1.777 -0.031  -0.3790
C -3.354 -0.401 0.383  0.2420
C 0.049 -0.409 -0.068  0.6365
C 3.283 -0.151 -0.276  -0.9722
C -2.157 0.358 -0.180  0.0788
C 5.434 0.921 0.494  -1.4683
C -2.910 1.356 -1.055  -0.6293
H -0.347 3.936 -5.312  0.2807
H -0.123 -0.898 0.891  0.1333
H 6.240 -0.589 -3.670  0.3292
H -0.579 1.699 7.411  0.2954
H 0.137 0.597 3.271  0.2894
H 3.876 -1.079 -0.310  0.2221
H 6.225 0.308 0.048  0.2392
H 0.787 -4.877 0.601  0.3730
H 0.370 0.623 0.139  0.2485
H -2.036 -1.273 2.774  0.2331
H 5.856 1.905 0.718  0.3752
H -3.475 2.317 0.799  0.2890
H 0.668 -1.510 -1.767  0.6598
H -1.555 -1.641 -3.391  0.3181
H -10.001 -1.899 0.353  0.3246
H 5.169 -0.809 -6.117  0.3263
H -3.781 3.764 -2.685  0.3245
H -1.754 0.914 0.684  0.2626
H 2.586 -0.429 -2.156  0.3286
H 2.314 3.889 1.452  0.2294
H -11.120 -1.047 0.943  0.3030
H 1.368 3.380 0.364  0.2586
H 2.839 -4.593 1.068  0.3230
H -4.794 4.719 -2.138  0.3060
H 5.072 1.788 -2.080  0.3027
H -0.652 -4.514 0.259  0.3083
H 7.745 0.369 -1.487  0.3146
H -1.490 -2.573 8.853  0.3229
H 0.726 1.091 -2.446  0.2923
H -7.391 -1.723 3.317  0.3190
H -7.710 -0.007 1.316  0.3636
H 6.521 -1.474 -5.898  0.3268
H 5.137 0.462 1.442  0.3829
H -2.335 2.156 -1.521  0.3669
H 8.349 -0.894 -0.934  0.3188
H 3.705 1.952 -0.308  0.3507
H -0.358 -1.122 5.183  0.4237
H 1.576 -1.911 -0.286  0.1228
H 2.839 -0.055 0.721  0.2607
H 5.233 -2.030 -2.196  0.3009
H -0.934 -1.901 7.588  0.3395
H -0.643 -1.734 3.177  0.2938
H -1.078 -3.084 -3.418  0.3126
H -0.820 3.296 -4.022  0.3892
H -8.759 -1.694 2.616  0.3225
H -6.398 0.087 0.544  0.3871
H 5.217 -3.535 -2.015  0.3017
H -3.459 0.778 -1.813  0.2800
H -4.793 2.349 -0.399  0.3935
H 7.697 -0.982 -3.462  0.3236
H -0.747 0.346 8.115  0.3262
H -3.377 4.924 -4.965  0.3125
H -0.650 1.604 -2.794  0.2852
H -4.800 4.751 -5.507  0.2845
H 1.449 1.048 2.589  0.2944
H 3.399 -3.972 -0.221  0.2396
H 0.617 -0.849 6.302  0.2989

## Properties
Kohn-Sham gap, Eh: 0.3319
Total energy, eV: -60888.716
LUMO, eV: 0.0

Density functional theory data (ωB97M-V with the def2-TZVPD basis set) for a 11-piece molecular cluster, C40H108N6O14 overall at a distorted geometry.

Each line ends with the Mulliken charge.
Cartesian coordinates (Å):
O -0.259 -2.555 -3.470  -0.0509
O -2.773 -3.831 4.474  -0.1182
O -2.763 -2.659 -2.267  -0.2526
O 4.859 0.608 2.849  -0.5520
O -4.586 0.107 1.736  -0.1908
O -0.104 -0.695 6.569  -0.3823
O -0.732 0.628 -1.046  0.1196
O -3.357 4.158 -1.887  -0.4128
O -3.429 -0.004 -2.235  -0.4646
O 4.300 -3.439 0.105  -0.0758
O 2.054 1.474 -2.132  -0.2169
O 4.937 -0.316 -5.632  -0.1603
O 0.638 -3.985 5.466  -0.4738
O 0.174 4.649 2.129  -0.2967
N 4.885 0.434 -2.742  -0.1025
N 2.372 7.563 2.348  -0.7553
N -4.732 -1.639 4.126  -0.1981
N 2.279 -4.257 -2.947  -0.9208
N 1.745 0.589 4.776  0.5538
N -5.310 5.990 -2.775  -0.7435
C 5.094 -0.022 1.570  -0.5524
C 2.450 0.122 -2.061  0.4140
C 1.718 1.985 -3.435  -0.5191
C 2.452 -3.994 -1.511  2.3021
C -3.228 -4.939 -3.167  -1.1533
C 1.259 6.773 1.876  0.6994
C -0.063 3.520 2.925  -0.2537
C 2.007 -3.875 5.072  -0.5861
C -0.722 -0.628 -0.398  0.3060
C -4.484 5.292 -3.752  0.7137
C -2.723 -4.779 3.428  -0.7589
C 6.029 0.245 -4.972  -0.6769
C -5.861 -0.895 3.531  -0.7595
C -3.934 -3.662 5.203  -0.5934
C 3.051 1.023 4.518  -0.9824
C -4.692 0.095 -4.316  -1.3794
C 3.648 0.101 3.408  0.5985
C -0.347 0.559 5.949  -0.4675
C 3.590 -0.227 -3.032  -0.7507
C -3.421 0.540 -3.595  0.7772
C -3.616 1.057 1.382  -0.1967
C 1.233 5.446 2.672  -0.6838
C -5.121 -2.961 4.578  -0.7827
C -0.529 -1.849 -4.692  0.6979
C 5.150 -0.985 -6.813  -0.8495
C -5.221 0.391 2.933  -0.7805
C 2.118 -3.527 3.613  -0.3628
C -3.796 -3.615 -2.561  -0.2139
C 0.992 1.285 5.750  -0.9386
C -2.072 3.693 -1.389  -0.0135
C 1.247 6.726 0.399  -1.3391
C 3.960 -3.914 -1.195  -1.1468
C -3.137 4.853 -3.121  -0.7010
C 5.555 1.108 -3.841  -0.6763
C -0.115 -0.447 1.051  -0.2759
C 1.710 -5.094 -0.818  -1.4249
C -1.275 -1.428 7.013  -0.8555
C -4.414 6.109 -4.991  -1.5824
C 0.602 -1.791 -5.712  -1.5435
C 5.710 -3.296 0.326  -1.0129
H 1.781 -0.381 5.064  -0.1612
H -1.012 1.142 6.589  0.5515
H 0.896 5.762 3.662  0.3545
H -2.054 -0.765 7.395  0.3860
H -5.330 6.683 -5.139  0.4222
H 0.554 5.959 0.055  -0.0027
H -4.607 0.904 3.677  0.3566
H -0.755 2.974 2.285  -0.0901
H 2.878 -3.592 -3.421  0.3744
H 1.941 -3.046 -1.325  -0.8417
H -1.774 -0.914 -0.428  0.5031
H 4.215 -1.017 -7.373  0.2141
H 2.220 6.457 -0.019  0.3650
H -0.651 -0.858 -4.250  -0.5426
H 2.194 4.938 2.594  0.3544
H 0.981 1.370 -3.955  0.1262
H -1.305 4.467 -1.337  0.1826
H -2.145 3.309 -0.372  0.0146
H 1.487 1.403 6.720  0.3439
H 3.734 0.972 5.370  0.3014
H 3.801 -1.288 -2.882  -0.0968
H 4.499 -3.383 -1.982  0.3694
H -4.174 -4.675 5.533  0.4859
H -6.392 -1.441 2.749  0.3457
H -6.498 -0.696 4.393  0.4359
H -4.370 0.056 -5.358  0.4206
H 0.436 -0.997 -6.441  0.4374
H 3.138 -3.234 3.349  0.1859
H -3.623 6.857 -5.081  0.3452
H -1.444 -2.208 -5.164  0.3872
H -4.360 5.605 -5.958  0.3638
H -2.616 0.282 -1.806  0.0034
H -4.978 -0.926 -4.071  0.1901
H -1.732 2.864 -2.010  0.0038
H -4.030 -3.847 -1.520  0.2600
H 1.508 -2.735 3.179  0.0708
H 6.028 -2.394 -0.199  0.3505
H 4.581 0.750 0.991  0.2633
H -2.975 -4.824 -4.222  0.3031
H 1.632 -0.524 -2.390  -0.2923
H 0.885 2.988 3.034  0.1420
H 1.627 -1.743 -5.344  0.1239
H 5.930 -0.479 -7.385  0.3451
H -2.662 4.171 -3.830  0.2807
H -4.944 4.336 -4.007  0.0845
H 2.155 -4.374 2.925  0.3261
H 4.959 1.062 -1.955  0.2012
H 2.818 -0.143 -1.070  0.1776
H 0.232 -3.114 5.505  0.2361
H 2.155 8.450 1.912  0.2962
H 2.295 -4.888 5.353  0.3660
H 0.186 0.911 -0.983  -0.1610
H -5.942 -3.097 5.283  0.4735
H -0.127 -1.395 1.589  0.2513
H 2.061 -6.078 -1.130  0.3908
H 6.215 -4.245 0.141  0.3729
H 6.612 0.891 -5.632  0.4484
H 3.847 -0.918 3.750  0.1976
H -5.021 6.929 -2.539  0.2373
H -3.203 1.609 -3.590  -0.1050
H 4.710 -1.040 1.581  0.1157
H -0.789 0.234 1.570  -0.3001
H 2.965 0.011 2.559  -0.3001
H -3.424 -4.490 2.641  0.3090
H 5.095 2.027 -4.212  0.2497
H 1.785 -5.062 0.270  0.1111
H 0.369 7.398 1.995  0.1916
H 3.123 1.996 4.029  0.3084
H -2.578 0.107 -4.135  -0.1935
H -3.224 -1.845 -2.028  0.3156
H 1.343 -3.907 -3.109  0.2909
H 0.529 -2.678 -6.343  0.4588
H -4.648 -3.166 -3.070  0.3355
H 3.202 -0.123 -4.044  0.5231
H 4.381 -4.921 -1.122  0.4303
H 1.363 3.014 -3.399  0.3175
H 6.111 0.123 1.207  0.4538
H -3.121 0.753 0.460  0.1596
H -2.482 5.719 -3.002  0.4709
H 5.815 -3.084 1.391  0.2557
H -0.908 -2.179 7.709  0.3550
H 6.599 -0.594 -4.566  0.3421
H -5.498 -3.411 3.654  0.4332
H 0.930 2.339 5.469  0.4622
H -2.940 -5.809 3.718  0.3457
H -2.815 1.110 2.124  -0.0584
H -3.576 -2.969 5.966  0.0820
H -1.765 -1.878 6.148  0.2509
H 1.051 7.733 0.029  0.4301
H -5.433 0.889 -4.236  0.3402
H 0.904 -0.067 0.979  0.1069
H -0.838 0.427 4.983  0.1529
H -1.751 -4.678 2.948  0.1368
H 2.626 -3.200 5.666  0.2339
H 2.651 2.016 -4.000  0.1314
H 5.371 -2.036 -6.616  0.3073
H 6.422 1.389 -3.239  0.4714
H -5.980 1.164 2.783  0.4955
H -3.879 2.117 1.343  0.4434
H 2.271 7.716 3.343  0.2512
H -0.183 -1.378 -0.979  -0.6729
H -0.415 3.714 3.939  0.3435
H -2.340 -5.278 -2.634  0.1884
H 0.656 -5.060 -1.094  0.2598
H -1.143 -2.734 -3.122  0.0670
H -3.945 -5.760 -3.159  0.4058
H -4.066 -1.731 3.369  0.1598
H -5.289 5.388 -1.963  0.3007

## Properties
Kohn-Sham gap, Eh: 0.3431
Total energy, eV: -80826.654
SMILES string: COC[C@H](C)N.COC[C@H](C)N.COC[C@H](C)N.COCCNCCOC.COCCNCCOC.COCCNCCOC.CCO.CCO.CCO.CCO.CCO
LUMO, eV: 0.6

Density functional theory data (ωB97M-V with the def2-TZVPD basis set) for a 2-piece molecular cluster, C5H9NO overall at a distorted geometry.

Each line ends with the natural charge from an NBO analysis.
Cartesian coordinates (Å):
O 1.185 -2.796 0.371  -0.5054
N -0.860 1.404 -0.718  -0.6019
C -1.045 0.038 -0.226  -0.0843
C -1.251 -0.147 1.256  -0.6205
C 0.243 0.451 -0.843  -0.0899
C 1.229 -2.608 -0.748  0.5088
C 1.497 0.754 -0.058  -0.6217
H -2.298 0.040 1.522  0.2147
H 2.027 -0.163 0.223  0.2048
H 2.178 1.370 -0.654  0.2154
H -1.332 1.541 -1.607  0.3524
H -0.998 -1.170 1.557  0.2109
H 1.258 1.308 0.853  0.2198
H -0.633 0.548 1.830  0.2166
H -1.661 -0.619 -0.844  0.1873
H 0.426 0.041 -1.838  0.1930

## Properties
Kohn-Sham gap, Eh: 0.3905
Total energy, eV: -8867.282
LUMO, eV: 1.1

Density functional theory data (ωB97M-V with the def2-TZVPD basis set) for C26H47Cl3N3O4SiV as an isolated structure at a distorted geometry.

Each line ends with the Mulliken spin population.
Cartesian coordinates (Å):
V -0.132 -1.316 0.987  2.8756
Cl -1.319 -3.309 1.520  0.0068
Cl 2.190 -1.414 1.285  0.0318
Cl 0.100 -2.264 -1.054  -0.0085
Si 0.042 -4.256 -0.057  0.0113
O -0.691 -0.461 2.573  -0.0082
O 0.143 -0.419 -2.834  0.0057
O 0.281 0.859 0.511  -0.0218
O -2.075 -0.771 0.002  -0.0090
N -2.845 -0.132 -2.073  0.0021
N 0.532 2.854 1.619  0.0053
N -1.535 -0.461 4.580  0.0196
C 0.970 -0.568 4.349  0.0375
C 0.705 0.928 6.365  -0.0012
C 0.829 4.585 -1.796  -0.0005
C 1.183 0.428 -2.929  0.0048
C -0.314 3.841 -2.103  0.0003
C 0.264 0.250 -6.694  0.0000
C 1.048 1.877 -2.473  -0.0004
C 1.136 -4.734 1.444  -0.0105
C 1.986 -1.200 -4.694  0.0012
C 0.982 1.680 1.131  0.0141
C -0.813 1.076 6.355  0.0027
C -2.355 0.105 -0.845  0.0071
C -1.570 -0.224 6.016  -0.0017
C 1.361 -4.974 -1.316  0.0062
C 1.353 0.766 4.981  0.0044
C 0.587 0.814 -5.341  -0.0001
C 1.235 0.073 -4.410  -0.0013
C 1.471 3.880 2.056  -0.0005
C -2.865 -1.468 -2.669  0.0033
C 2.087 3.964 -1.779  -0.0001
C -0.196 2.489 -2.450  0.0013
C -0.441 -0.506 3.815  0.0010
C -0.853 3.280 1.453  -0.0001
C -1.316 -5.365 -0.713  0.0078
C -3.348 0.943 -2.908  -0.0004
C 2.196 2.612 -2.144  -0.0008
H -0.225 -0.746 -6.629  0.0000
H 1.154 0.141 -7.349  0.0000
H -4.362 0.710 -3.261  0.0000
H 0.732 5.653 -1.566  0.0000
H 2.244 -4.319 -1.292  -0.0014
H 2.989 4.539 -1.517  0.0000
H -1.062 3.582 0.414  0.0004
H 1.053 1.579 4.298  0.0007
H 1.649 -0.791 3.503  -0.0022
H 0.937 -5.025 -2.323  -0.0003
H -1.167 1.386 7.349  -0.0009
H -1.128 -1.091 6.531  0.0011
H 1.820 4.499 1.206  0.0004
H 1.841 -5.521 1.150  -0.0002
H 0.967 0.057 6.987  0.0000
H -2.723 1.084 -3.802  0.0001
H 0.121 1.778 -5.078  0.0000
H -2.385 -0.686 4.063  0.0007
H -1.077 1.880 -2.705  -0.0010
H -1.730 -5.978 0.096  0.0005
H 3.162 2.107 -2.184  -0.0003
H 0.969 4.521 2.800  0.0000
H -0.467 0.923 -7.176  0.0000
H -1.305 4.303 -2.120  0.0001
H -1.967 -1.603 -3.296  -0.0005
H -2.246 1.181 -0.615  0.0009
H -1.117 1.856 5.638  0.0000
H -2.629 -0.154 6.298  -0.0003
H -0.893 -6.034 -1.470  0.0008
H -3.759 -1.529 -3.310  0.0007
H 1.761 -1.548 -5.713  0.0002
H 3.080 -1.043 -4.571  0.0001
H 2.448 0.846 5.076  0.0014
H 2.056 1.513 1.295  -0.0011
H 1.709 -3.851 1.768  0.0097
H -2.892 -2.226 -1.881  0.0005
H -3.374 1.880 -2.341  0.0001
H 2.342 3.377 2.503  -0.0001
H 0.561 -5.105 2.312  -0.0002
H 1.619 -5.988 -0.967  0.0007
H -2.119 -4.774 -1.162  -0.0020
H -1.000 4.147 2.113  0.0000
H 1.113 1.839 6.820  -0.0001
H -1.528 2.465 1.740  0.0001
H 2.120 0.051 -2.503  0.0036
H 1.059 -1.401 5.072  0.0027
H 1.639 -1.949 -3.960  0.0000

## Properties
Spin multiplicity: 4
Total charge: -1
Kohn-Sham gap (spin up / spin down), Eh: 0.1739 / 0.1742
Total energy, eV: -111521.955
LUMO (spin up / spin down), eV: 2.0 / 2.0